{
  "formula": "C2H3N3O2",
  "method": "the ωB97M-V functional and the def2-TZVPD basis",
  "species": ["C", "C", "H", "H", "H", "N", "N", "N", "O", "O"],
  "coordinates": [[-0.57, 0.96, -0.24], [0.74, 0.37, -0.40], [-1.82, 2.62, 0.69], [1.82, 0.74, -0.44], [1.06, -2.87, 0.66], [0.50, -0.97, -0.28], [-0.83, -1.10, -0.06], [-1.43, 0.01, 0.16], [-0.88, 2.20, -0.11], [1.40, -1.96, 0.02]],
  "mulliken_charge": [0.32, -0.23, 0.44, 0.36, 0.41, 0.74, -0.55, -0.28, -0.65, -0.57],
  "homo_energy_ha": -0.30917,
  "e_lumo_ha": -0.010,
  "total_energy_ha": -392.5311,
  "multiplicity": 1,
  "relative_energy_ev": 7.141
}